{
  "formula": "C14H34Br2CuN2O",
  "method": "the ωB97M-V functional and the def2-TZVPD basis",
  "total_charge": 1,
  "homo_ev": -9.1,
  "homo_lumo_gap_ev": 6.57,
  "energy_ev": -204790.80459,
  "largest_force_ev_per_a": 19.7,
  "elements": ["Cu", "C", "C", "C", "C", "N", "C", "C", "C", "C", "C", "H", "H", "H", "H", "H", "H", "H", "H", "H", "H", "H", "H", "H", "H", "H", "H", "H", "H", "H", "H", "C", "N", "C", "C", "C", "C", "O", "H", "H", "H", "H", "H", "H", "H", "H", "H", "H", "H", "H", "H", "H", "Br", "Br"],
  "coordinates": [[-6.0202, -32.5674, -14.5196], [2.6102, -31.7981, -17.1449], [1.4325, -32.1611, -16.2372], [0.0574, -31.8452, -16.7657], [-0.9349, -32.4098, -15.7046], [-2.4671, -32.6512, -16.0505], [-3.2805, -32.8471, -14.7888], [-4.2862, -33.9999, -15.1503], [-4.1708, -34.3347, -16.5854], [-2.8003, -33.8254, -17.0049], [-2.9107, -31.3435, -16.8393], [2.7146, -32.5692, -17.9081], [3.5569, -31.8905, -16.6126], [2.6049, -30.8257, -17.6374], [1.4466, -31.6928, -15.2530], [1.4914, -33.2150, -15.9652], [-0.0542, -32.3738, -17.7124], [-0.1028, -30.7815, -16.9420], [-1.0285, -31.5890, -14.9935], [-0.5832, -33.2891, -15.1648], [-3.8124, -31.9134, -14.6062], [-2.6945, -33.0237, -13.8869], [-5.3151, -33.7332, -14.9086], [-4.1355, -34.9157, -14.5786], [-4.9773, -33.9155, -17.1870], [-4.2656, -35.4184, -16.6528], [-2.6128, -33.5372, -18.0393], [-1.9499, -34.4873, -16.8408], [-3.9532, -31.6434, -16.9462], [-2.3503, -31.1555, -17.7551], [-2.8575, -30.4804, -16.1758], [-5.8328, -35.3119, -16.8200], [-6.7445, -34.1749, -17.4193], [-7.2010, -33.3632, -16.2300], [-5.8574, -33.1523, -18.3021], [-7.9577, -34.7188, -18.1771], [-7.5388, -35.6452, -19.3624], [-8.7647, -35.9467, -20.0649], [-5.0727, -34.8377, -16.1992], [-5.3837, -35.9720, -17.5620], [-6.4776, -35.8690, -16.1403], [-7.6516, -34.0381, -15.5022], [-7.9960, -32.6968, -16.5644], [-6.3264, -32.7978, -15.9084], [-6.5682, -32.4034, -18.6515], [-5.5770, -33.7793, -19.1485], [-5.0409, -32.7310, -17.7157], [-8.5055, -33.8406, -18.5189], [-8.5135, -35.1363, -17.3375], [-7.1980, -36.5888, -18.9365], [-6.7038, -35.3553, -20.0001], [-9.3371, -36.5407, -19.5738], [-5.4104, -31.4384, -16.1185], [-4.3311, -32.2821, -13.2227]],
  "forces_ev_per_a": [[-4.98, 1.34, 7.17], [0.36, -0.65, 0.15], [0.37, 0.52, 0.65], [-1.03, -1.65, -0.30], [-1.50, 0.76, -0.20], [3.87, 1.04, -4.55], [2.98, -2.29, -5.52], [2.54, 0.26, 1.69], [11.92, 3.66, -3.96], [2.83, 1.59, 0.97], [1.69, -1.84, 0.63], [-0.26, 0.11, -0.32], [-0.06, 0.23, 0.27], [-0.35, 0.03, 0.21], [0.64, 0.43, 0.10], [0.02, -0.22, -0.36], [-0.21, 0.05, -0.29], [0.03, -0.06, 0.11], [-0.05, -0.24, 0.46], [0.05, -0.10, -0.29], [2.96, 0.73, -4.95], [1.99, -0.59, -1.80], [1.71, -2.87, -0.55], [0.40, 0.18, 0.52], [3.76, 0.07, 0.62], [5.47, 0.52, -1.09], [-0.69, 0.27, -0.14], [-0.46, -0.78, 0.34], [2.66, 0.90, -1.84], [0.31, -0.54, 0.20], [-0.01, -0.18, 0.04], [-10.25, -2.92, 0.42], [1.04, 0.19, 0.19], [-3.64, -3.32, -1.21], [-2.43, -1.50, -1.92], [1.90, 0.93, -0.19], [-2.20, -1.58, 1.68], [1.15, 0.98, -0.66], [-9.17, -4.15, 2.74], [-0.57, 0.34, -0.26], [-0.99, -0.61, -0.48], [-0.17, -0.36, -0.05], [0.31, 0.21, -0.01], [-1.98, -1.83, -2.28], [0.10, 0.06, 0.19], [0.40, 0.23, -0.02], [-0.99, 0.35, -1.74], [0.01, -0.06, -0.25], [-0.28, -0.75, -0.62], [0.23, -0.09, 0.22], [-0.71, 0.69, -0.31], [0.27, -0.14, 0.27], [-1.40, 10.07, -1.69], [-7.63, 2.55, 18.04]]
}